DFT (ωB97M-V/def2-TZVPD) results for 9 unconnected molecules or ions with the total composition H18O9.

* LUMO level: 0.0 eV
* gap between HOMO and LUMO: 0.400 hartree
* energy relative to the best compared isomer or geometry (same formula, charge and spin): 134.5 kJ/mol
* HOMO energy: -10.915 eV

```
! wB97M-V def2-TZVPD RIJCOSX def2/J DEFGRID3
* xyz 0 1
O 6.256 -4.466 16.164
H 6.245 -3.678 16.728
H 5.815 -4.184 15.356
O 9.738 -5.317 17.576
H 10.652 -5.090 17.356
H 9.564 -6.150 17.123
O 5.454 -0.561 20.085
H 5.734 -1.492 20.181
H 5.396 -0.205 20.975
O 8.209 -5.338 20.068
H 8.780 -5.370 19.275
H 7.536 -6.011 19.917
O 8.316 -2.692 18.106
H 7.776 -2.876 18.888
H 8.902 -3.458 18.025
O 8.955 -2.675 15.169
H 8.921 -3.593 14.874
H 8.532 -2.691 16.041
O 6.412 -3.174 20.451
H 7.249 -3.675 20.540
H 5.751 -3.843 20.240
O 5.888 -1.396 17.337
H 5.642 -0.794 18.060
H 6.852 -1.422 17.381
O 11.638 -2.420 16.304
H 10.709 -2.593 16.070
H 11.658 -1.486 16.535
*
```